Below is a 2-piece molecular cluster, CH3Cl2P overall in a non-equilibrium geometry, with properties calculated with wB97M-V/def2-TZVPD.

The calculation puts the highest occupied orbital energy (alpha / beta) at -0.300 / -0.299 Eh. Its total energy is -1301.555688 Ha. The value obtained for the energy above the lowest of the compared OMol25 structures with the same formula, charge and spin is 78.44 kcal per mole. Its total charge is 0. The calculation puts the LUMO energy (alpha / beta) at -1.12 / -1.15 eV. The value obtained for the HOMO-LUMO gap (alpha / beta) is 7.03 / 6.99 eV. The max |F| comes out at 2.2 eV Å⁻¹.

Last column: natural (NBO) charge in e.
Cartesian coordinates (Å):
C  1.46  0.06  0.01  -0.581
P  -3.66  -0.95  0.19  0.272
Cl  -0.06  -0.65  -0.75  -0.105
Cl  -2.96  0.89  0.36  -0.271
H  2.13  -0.86  0.24  0.233
H  1.80  0.71  -0.89  0.225
H  1.28  0.80  0.85  0.226


Below is CH3Cl3KOSi as an isolated structure in a non-equilibrium geometry, with properties calculated with wB97M-V/def2-TZVPD.

The calculation puts the highest occupied orbital energy at -0.151 Eh. Its total energy is -2385.326506 Ha. The value obtained for the energy above the lowest of the compared OMol25 structures with the same formula, charge and spin is 17.93 kcal per mole. Its total charge is -1. The calculation puts the LUMO energy at 2.71 eV. The value obtained for the HOMO-LUMO gap is 6.83 eV. The max |F| comes out at 2.0 eV Å⁻¹.

Last column: Löwdin charge in e.
Cartesian coordinates (Å):
K  -0.77  -0.89  1.33  0.557
C  1.73  0.44  2.71  -0.460
O  1.19  -0.46  1.90  -0.623
H  2.48  0.01  3.43  0.043
H  0.97  0.96  3.37  0.047
H  2.27  1.26  2.18  0.044
Cl  -5.16  -1.42  -1.03  -0.029
Si  -3.22  -0.66  -0.59  -0.560
Cl  -3.50  -0.23  1.49  -0.014
Cl  -2.26  -2.54  -0.30  -0.005


Below is an isolated ion of composition CH3Cl3N2P and charge +1 in a non-equilibrium geometry, with properties calculated with wB97M-V/def2-TZVPD.

The calculation puts the highest occupied orbital energy (alpha / beta) at -0.553 / -0.553 Eh. Its total energy is -1870.994121 Ha. The value obtained for the energy above the lowest of the compared OMol25 structures with the same formula, charge and spin is 50.60 kcal per mole. Its total charge is +1. The calculation puts the LUMO energy (alpha / beta) at -5.68 / -5.68 eV. The value obtained for the HOMO-LUMO gap (alpha / beta) is 9.38 / 9.38 eV. The max |F| comes out at 4.1 eV Å⁻¹.

Last column: natural (NBO) charge in e.
Cartesian coordinates (Å):
C  2.15  0.23  0.87  -0.005
N  0.95  0.28  0.59  -0.355
N  -1.11  -0.56  -1.84  -1.088
P  -1.73  -0.10  -0.49  1.479
Cl  -3.41  -0.90  -0.10  -0.042
Cl  -1.76  1.65  0.33  -0.066
Cl  -0.05  -1.15  1.02  0.179
H  2.47  1.13  0.57  0.233
H  -0.20  -0.04  -2.21  0.447
H  2.69  -0.54  1.28  0.218


Below is one molecule with the formula CH3ClFN in a non-equilibrium geometry, with properties calculated with wB97M-V/def2-TZVPD.

As for the SMILES: CN(F)Cl. The calculation puts the highest occupied orbital energy at -0.383 Eh. Its total energy is -654.581632 Ha. The value obtained for the energy above the lowest of the compared OMol25 structures with the same formula, charge and spin is 46.65 kcal per mole. Its total charge is 0. The calculation puts the LUMO energy at 0.67 eV. The value obtained for the HOMO-LUMO gap is 11.10 eV. The max |F| comes out at 4.2 eV Å⁻¹.

Last column: natural (NBO) charge in e.
Cartesian coordinates (Å):
C  0.74  0.15  0.02  -0.440
N  -0.73  -0.28  0.62  0.009
F  -0.91  -1.37  -0.23  -0.267
Cl  -1.80  0.95  -0.07  0.047
H  1.36  -0.62  0.40  0.213
H  0.55  -0.06  -1.07  0.215
H  0.79  1.22  0.33  0.224